No. 1
The following is a DFT calculation (ωB97M-V with the def2-TZVPD basis set) of one molecule with the formula C22H23N3OS.

The geometry in XYZ format:
```
50
Properties=species:S:1:pos:R:3:mulliken_charge:R:1
C 0.93973 -6.67504 -2.13851 -1.457
C 0.44153 -5.38214 -1.56965 1.013
C 1.26277 -4.58475 -0.78044 -0.848
C 0.81290 -3.38104 -0.27750 -0.803
C -0.47964 -2.93291 -0.55116 0.122
C -0.92316 -1.66990 0.01141 0.751
C -0.66685 -1.13065 1.24848 -0.840
N -1.27375 0.07336 1.38104 -0.426
C -1.87845 0.28327 0.23659 0.121
S -2.78123 1.72033 -0.17413 -0.186
C -2.32791 2.73172 1.26998 -0.749
C -1.58507 4.02266 0.97873 0.783
O -2.12852 5.09784 1.14199 -0.684
N -0.27790 3.92409 0.63210 0.084
C 0.57992 5.08787 0.80991 -0.909
C 1.69543 4.81377 1.84095 -0.567
C 1.52816 3.43291 2.49542 -1.081
C 1.40276 2.42397 1.39745 1.157
C 2.19033 1.29778 1.24380 -1.202
C 2.03871 0.49602 0.12439 -0.571
C 1.12662 0.83431 -0.86019 -0.493
C 0.32994 1.95804 -0.71764 -0.416
C 0.44792 2.72809 0.42765 -0.262
N -1.71550 -0.74039 -0.63447 0.140
C -2.19244 -0.76311 -1.98647 -1.225
C -1.30944 -3.73900 -1.32879 -0.293
C -0.85030 -4.94204 -1.82949 -0.710
H 1.72630 -7.09565 -1.51652 0.375
H 0.13153 -7.39789 -2.22434 0.376
H 1.34989 -6.51005 -3.13576 0.274
H 2.26849 -4.91314 -0.55929 0.349
H 1.46108 -2.76881 0.33124 0.371
H -0.10511 -1.54622 2.05998 0.571
H -3.26040 3.00104 1.76688 0.524
H -1.73254 2.06154 1.89380 0.438
H -0.07175 5.90169 1.13359 0.454
H 1.01389 5.35473 -0.15866 0.287
H 2.66700 4.84350 1.34459 0.358
H 1.68892 5.58546 2.61071 0.372
H 0.62041 3.43181 3.10586 0.275
H 2.37743 3.21369 3.14256 0.483
H 2.92416 1.04975 1.99686 0.400
H 2.65171 -0.38506 0.00655 0.478
H 1.04049 0.22356 -1.74696 0.430
H -0.36953 2.24401 -1.48865 0.611
H -3.20666 -1.16661 -2.04005 0.310
H -2.21267 0.25776 -2.37096 0.470
H -1.52872 -1.37320 -2.59825 0.462
H -2.33010 -3.44208 -1.51746 0.512
H -1.51037 -5.55487 -2.42716 0.369
```

Properties
energy = -40541.42932 eV
HOMO-LUMO gap = 8.2 eV
spin multiplicity = 1
lowest unoccupied orbital energy = 0.6 eV
SMILES string = Cc1ccc(-c2cnc(SCC(=O)N3CCCc4ccccc43)n2C)cc1
ΔE to the lowest compared entry with this formula, charge and spin = 0.5 kcal/mol
E_HOMO = -7.5986 eV



No. 2
The following is a DFT calculation (ωB97M-V with the def2-TZVPD basis set) of an isolated ion of composition CH3F3P and charge +1.

The geometry in XYZ format:
```
8
Properties=species:S:1:pos:R:3:mulliken_charge:R:1
C 0.08722 0.15431 0.17775 -0.842
F 0.62309 -0.67228 2.95669 -0.115
F -0.33065 1.49841 2.50628 -0.116
F 2.04338 1.06276 2.05548 -0.197
P 0.51659 0.40503 1.86969 1.164
H -0.96016 0.41237 0.06338 0.360
H 0.17534 -0.79071 -0.28534 0.383
H 0.44622 0.89844 -0.60292 0.362
```

Properties
energy = -18521.01493 eV
HOMO-LUMO gap = 14.9 eV
spin multiplicity = 1
total charge = +1
lowest unoccupied orbital energy = -5.3 eV
ΔE to the lowest compared entry with this formula, charge and spin = 6.0 kcal/mol
E_HOMO = -20.2846 eV



No. 3
The following is a DFT calculation (ωB97M-V with the def2-TZVPD basis set) of C34H47Br4NO8PS2SiTc as an isolated structure.

The geometry in XYZ format:
```
99
Properties=species:S:1:pos:R:3:mulliken_charge:R:1
Tc 0.68752 0.31005 -0.31022 0.006
Br 2.69143 -2.55358 -6.32789 -0.236
C 1.70004 -2.13100 -4.76828 0.320
C 0.53538 -2.80723 -4.45765 0.529
Br -0.10043 -4.20266 -5.57009 -0.233
C -0.17910 -2.47435 -3.29718 -0.028
Br -1.79906 -3.31723 -2.81056 -0.212
C 0.26124 -1.47023 -2.44571 0.140
O -0.38267 -1.07606 -1.38568 -0.603
C 1.47230 -0.79192 -2.75606 -0.334
O 1.85595 0.16078 -1.92914 -0.519
C 2.15967 -1.11752 -3.91161 0.382
Br 3.72853 -0.11428 -4.26324 -0.232
C 0.43857 5.92058 2.98432 -1.520
C 0.78025 4.75181 2.08751 0.616
O 0.13896 3.58666 2.60725 -0.588
P 0.90661 2.17991 2.64357 0.821
S 2.02221 1.93609 0.99552 -0.502
S -0.34212 0.77015 3.07531 -0.544
O 1.98288 2.51466 3.80837 -0.324
C 2.88783 1.47668 4.18839 0.423
C 3.89751 2.07485 5.14011 -1.549
H 0.93780 6.82480 2.62996 0.362
H 0.76464 5.71673 4.00463 0.435
H -0.63636 6.10402 2.99515 0.254
H 1.86144 4.60205 2.03169 0.593
H 0.40613 4.89110 1.07037 -0.488
H 3.37616 1.07406 3.29660 -0.089
H 2.31912 0.66702 4.65524 0.317
H 4.43874 2.88962 4.66000 0.311
H 4.61926 1.31324 5.44061 0.405
H 3.40848 2.46455 6.03364 0.343
C -1.88143 0.49971 -3.64574 -1.635
C -2.93604 1.58896 -3.53891 2.308
C -4.33429 0.98622 -3.47515 -2.128
C -2.83054 2.54834 -4.72226 -1.694
O -2.78684 2.32311 -2.33184 -0.304
Si -1.43663 2.89496 -1.57868 -3.003
O -0.44834 1.79018 -1.04742 4.486
O -1.99428 3.77394 -0.29517 -0.831
C -2.93188 4.81973 -0.16347 2.142
C -3.40129 4.76596 1.28607 -1.588
C -2.23546 6.14808 -0.45104 -1.259
C -4.12047 4.65506 -1.10601 -1.755
O -0.80470 3.95407 -2.67962 0.014
C 0.52968 4.40881 -2.89303 2.233
C 1.13498 4.89272 -1.58018 -1.107
C 0.41416 5.56082 -3.88342 -2.144
C 1.36237 3.27560 -3.47998 -1.614
H -2.07320 -0.13277 -4.51563 0.658
H -1.86343 -0.12109 -2.75101 0.192
H -0.88555 0.93738 -3.75480 -0.022
H -4.53328 0.37443 -4.35716 0.385
H -5.08331 1.77819 -3.41696 0.445
H -4.42252 0.35873 -2.58820 0.389
H -2.95713 2.00256 -5.66039 0.446
H -1.85844 3.03804 -4.73073 0.104
H -3.59785 3.32243 -4.65445 0.357
H -2.53717 4.70197 1.94672 0.077
H -4.01172 3.87898 1.45193 0.403
H -3.98719 5.65225 1.54171 0.365
H -1.41664 6.31128 0.25090 0.152
H -2.94018 6.97883 -0.36121 0.494
H -1.82820 6.13924 -1.46204 0.047
H -4.58316 3.67802 -0.97272 0.272
H -3.81064 4.73287 -2.14750 0.199
H -4.85623 5.43579 -0.89558 0.518
H 0.54371 5.71409 -1.16981 0.232
H 2.15759 5.24251 -1.73817 0.509
H 1.16528 4.08476 -0.84832 -0.223
H -0.22531 6.34540 -3.47468 0.404
H -0.02594 5.20821 -4.81724 0.342
H 1.39696 5.98511 -4.09690 0.362
H 1.35141 2.40118 -2.83195 -0.039
H 2.40210 3.58386 -3.60825 0.495
H 0.96888 2.98228 -4.45688 0.330
C 5.36025 -1.27457 2.31073 -0.586
C 5.09192 -0.74882 1.05178 -0.608
C 3.81612 -0.78804 0.51413 -0.315
C 2.75135 -1.35201 1.22883 -0.732
C 3.03062 -1.87603 2.50008 0.242
C 4.31027 -1.83983 3.02692 -0.675
N 1.45643 -1.32629 0.71816 0.889
C 0.65424 -2.43346 0.98662 0.048
C -0.72319 -2.30209 1.17990 -0.211
C -1.52840 -3.41037 1.37740 -0.809
C -0.99288 -4.69274 1.39861 -0.586
C 0.37505 -4.83844 1.20101 -0.659
C 1.18125 -3.73248 0.99176 -0.077
H 6.36027 -1.23933 2.72642 0.342
H 5.88913 -0.30144 0.46992 0.414
H 3.62272 -0.37815 -0.46810 0.476
H 2.21778 -2.28587 3.08754 0.464
H 4.48387 -2.24457 4.01835 0.317
H -1.16820 -1.31477 1.18258 0.255
H -2.59354 -3.26399 1.51366 0.414
H -1.62584 -5.55654 1.55712 0.352
H 0.82144 -5.82693 1.18833 0.336
H 2.23934 -3.87101 0.80239 0.438
```

Properties
energy = -375109.65043 eV
HOMO-LUMO gap (alpha / beta) = 5.5 / 6.1 eV
spin multiplicity = 3
total charge = -2
lowest unoccupied orbital energy (alpha / beta) = 3.9 / 3.9 eV
ΔE to the lowest compared entry with this formula, charge and spin = 0.0 kcal/mol
E_HOMO (alpha / beta) = -1.5402 / -2.1341 eV
expectation value of S² = 2.01



No. 4
The following is a DFT calculation (ωB97M-V with the def2-TZVPD basis set) of one molecule with the formula C23H31N3O2S.

The geometry in XYZ format:
```
60
Properties=species:S:1:pos:R:3:mulliken_charge:R:1
C 3.54103 0.17415 -2.47724 -0.871
O 2.67504 1.26784 -2.31483 -0.423
C 2.48917 1.76049 -1.05688 1.240
C 3.07054 1.25784 0.09276 -0.652
C 2.78698 1.81832 1.33270 -0.468
C 1.92955 2.89516 1.44272 -0.280
C 1.55708 3.44880 2.78868 -1.307
C 0.09318 3.11562 3.13153 -1.145
N -0.22739 1.72933 2.88480 -0.117
C 0.13269 0.74591 3.74044 0.076
S 0.72499 1.04937 5.25619 -0.420
N -0.06008 -0.53610 3.36185 -0.070
C -0.54522 -1.02469 2.08969 -0.318
C -1.13450 -2.42297 2.25927 -1.252
C -1.63015 -2.94299 0.91117 -0.535
N -0.53177 -2.98453 -0.03386 0.163
C -0.83734 -3.71927 -1.25522 -1.721
C -1.94163 -3.11588 -2.08984 0.890
C -1.66196 -2.13591 -3.03519 -0.152
C -2.68106 -1.53712 -3.75476 -0.742
C -3.99631 -1.91182 -3.54006 -0.385
C -4.28581 -2.89286 -2.60715 -0.684
C -3.26526 -3.48866 -1.88738 -0.272
C 0.00115 -1.65789 -0.26733 -0.821
C 0.56539 -1.09849 1.03498 1.222
C 1.35628 3.41942 0.28349 -0.281
C 1.62160 2.87230 -0.95826 0.696
O 1.10149 3.31475 -2.13804 -0.450
C 0.28345 4.45646 -2.12096 -0.949
H 3.53977 -0.04574 -3.54371 0.246
H 4.56114 0.41479 -2.15982 0.372
H 3.19018 -0.70554 -1.92567 0.271
H 3.74547 0.41858 0.04355 0.327
H 3.24071 1.39864 2.21781 0.330
H 1.68061 4.53270 2.81222 0.458
H 2.19815 3.00995 3.55342 0.352
H -0.58964 3.71883 2.52889 0.436
H -0.08654 3.31621 4.18954 0.566
H -0.31817 1.48277 1.91068 0.321
H 0.25610 -1.22121 4.03156 0.302
H -1.34016 -0.35234 1.73934 0.322
H -0.36079 -3.09447 2.63526 0.396
H -1.95883 -2.40219 2.97355 0.399
H -2.01443 -3.95812 1.03426 0.409
H -2.45739 -2.30204 0.55597 0.375
H -1.10940 -4.73613 -0.95793 0.535
H 0.08619 -3.76854 -1.83924 0.498
H -0.63725 -1.84334 -3.21563 0.397
H -2.44674 -0.77713 -4.48582 0.392
H -4.79229 -1.44581 -4.10197 0.379
H -5.30918 -3.19645 -2.44064 0.382
H -3.49783 -4.25932 -1.16583 0.367
H 0.80024 -1.73305 -1.00849 0.302
H -0.76474 -0.96421 -0.66009 0.263
H 1.35195 -1.76087 1.39987 0.197
H 1.00285 -0.11491 0.85614 -1.003
H 0.69817 4.26979 0.37252 0.471
H 0.02551 4.64805 -3.16129 0.242
H 0.81071 5.32565 -1.71375 0.363
H -0.63547 4.28886 -1.54797 0.364
```

Properties
energy = -43754.89617 eV
HOMO-LUMO gap = 8.4 eV
spin multiplicity = 1
lowest unoccupied orbital energy = 0.6 eV
SMILES string = COc1ccc(CCNC(=S)NC2CCN(Cc3ccccc3)CC2)cc1OC
ΔE to the lowest compared entry with this formula, charge and spin = 44.3 kcal/mol
E_HOMO = -7.8880 eV



No. 5
The following is a DFT calculation (ωB97M-V with the def2-TZVPD basis set) of one molecule with the formula C7H9IS.

The geometry in XYZ format:
```
18
Properties=species:S:1:pos:R:3:mulliken_charge:R:1
C 1.32000 -0.53736 -0.26874 -0.265
C 0.45043 -0.20993 0.76705 0.970
C 1.16962 -0.17528 -1.61857 -0.277
C -0.96177 0.23776 0.73595 -0.465
C -1.60125 0.11644 -0.70529 -0.635
C -0.80226 0.75760 -1.79172 -0.777
C 1.01794 -0.63786 2.20039 -1.451
S 2.07260 -0.09749 -2.95165 -0.243
I -0.62651 2.83039 -1.49899 0.016
H 2.34087 -1.01593 -0.14158 0.262
H -1.45836 -0.51023 1.48207 0.348
H -1.18747 1.22858 1.04535 0.332
H -1.59476 -0.91248 -1.17670 0.313
H -2.64099 0.43190 -0.44422 0.276
H -1.05396 0.55495 -2.87685 0.488
H 1.42352 -1.60670 2.07118 0.396
H 0.16497 -0.44469 2.86060 0.390
H 1.96739 -0.00967 2.31174 0.325
```

Properties
energy = -26337.06616 eV
HOMO-LUMO gap = 7.1 eV
spin multiplicity = 1
lowest unoccupied orbital energy = -0.8 eV
ΔE to the lowest compared entry with this formula, charge and spin = 68.4 kcal/mol
E_HOMO = -7.8014 eV



No. 6
The following is a DFT calculation (ωB97M-V with the def2-TZVPD basis set) of one molecule with the formula C4H5NO.

The geometry in XYZ format:
```
11
Properties=species:S:1:pos:R:3:mulliken_charge:R:1
N -2.04487 0.65501 -2.48058 -0.392
C -1.24694 0.23651 -1.75521 0.156
C -0.21111 -0.27506 -0.86095 -0.466
C -0.20506 0.27281 0.55425 0.102
C 0.86323 -0.24444 1.39994 -0.422
O 1.04576 0.97102 0.70170 -0.431
H 0.76174 0.17557 -1.08922 0.251
H -0.14177 -1.36677 -0.94142 0.309
H -1.06976 0.79400 0.95939 0.417
H 0.84010 -0.09672 2.47098 0.258
H 1.40867 -1.12192 1.04113 0.217
```

Properties
energy = -7764.53231 eV
HOMO-LUMO gap = 11.8 eV
spin multiplicity = 1
lowest unoccupied orbital energy = 0.8 eV
SMILES string = N#CC[C@H]1CO1
ΔE to the lowest compared entry with this formula, charge and spin = 46.0 kcal/mol
E_HOMO = -10.9374 eV